Record 1
Density functional theory data (ωB97M-V/def2-TZVPD) for a cluster of 2 separate species, C2H5N7O4 in total at a distorted geometry.

```
18
Properties=species:S:1:pos:R:3:forces:R:3:nbo_charge:R:1
C 0.594418 0.483463 -0.592658 -0.511 1.325 -0.212 0.03
C 0.822398 1.328915 0.513855 -0.776 -1.519 -2.225 0.37
N 1.392392 -0.585311 -0.519382 -0.401 -0.389 -1.214 -0.21
N 2.054959 -0.516414 0.541182 0.725 -0.893 1.033 -0.05
N 1.684982 0.615823 1.186812 1.830 -0.436 4.533 -0.37
N -0.819085 -2.328381 -0.482486 0.336 0.138 -0.166 -0.59
N 0.255383 2.480449 0.736080 -1.233 3.076 0.896 -0.78
N -0.328594 0.748563 -1.643904 -0.677 -1.951 -2.421 0.52
N -1.591869 -1.926371 0.495102 0.798 -1.326 1.189 0.64
O -0.858595 -0.169755 -2.293788 1.170 0.418 1.444 -0.38
O -0.542493 1.894557 -1.971961 0.082 1.635 0.948 -0.41
O -2.716683 -2.363552 0.594727 -0.504 0.535 -0.224 -0.41
O -0.977557 -1.256128 1.320350 -0.746 0.981 0.626 -0.48
H 1.838302 0.569858 2.252645 -0.139 0.592 -2.556 0.44
H -1.125276 -2.986847 -1.131895 -0.860 -0.921 -0.918 0.40
H 0.130333 -2.066867 -0.356505 0.684 0.102 -0.307 0.42
H 0.455445 3.239109 1.392237 0.444 -1.254 -0.006 0.42
H -0.268461 2.838887 -0.040411 -0.224 -0.113 -0.422 0.43
```
Positions in Å, forces in eV/Å.

**SMILES**: Nc1[nH]nnc1[N+](=O)[O-].N[N+](=O)[O-]
**HOMO level**: -9.476 eV
**LUMO**: -0.28 eV
**Kohn-Sham gap**: 9.20 eV
**Multiplicity**: 1
**E_tot**: -20768.1319 eV

---

Record 2
Density functional theory data (ωB97M-V/def2-TZVPD) for an isolated molecule of C3H6O at a distorted geometry.

```
10
Properties=species:S:1:pos:R:3:forces:R:3:nbo_charge:R:1
C 0.477988 0.030409 -0.506811 -1.038 1.993 5.223 0.08
C -0.737218 0.530439 0.238658 -3.157 -8.959 -2.293 -0.43
C 0.172241 -0.213801 1.050796 2.279 0.971 -1.864 -0.43
H 0.455018 -0.619144 -2.026103 -0.056 -2.285 -0.413 0.47
H 1.049083 0.825866 -0.942877 0.781 0.398 0.440 0.17
H -1.745451 0.024347 0.171718 1.015 0.555 -0.683 0.19
H -0.850938 1.453617 0.271312 -0.523 8.286 0.816 0.19
H 0.597812 0.348044 1.811527 1.375 0.356 1.399 0.21
H 0.070300 -1.258996 1.109455 -0.438 -0.958 0.613 0.22
O 0.511165 -1.120780 -1.177675 -0.238 -0.356 -3.238 -0.67
```
Positions in Å, forces in eV/Å.

**SMILES**: OC1CC1
**HOMO level**: -8.989 eV
**LUMO**: 0.99 eV
**Kohn-Sham gap**: 9.98 eV
**Multiplicity**: 1
**E_tot**: -5252.7549 eV

---

Record 3
Density functional theory data (ωB97M-V/def2-TZVPD) for a cluster of 2 separate species, C4H9NO2 in total at a distorted geometry.

```
16
Properties=species:S:1:pos:R:3:forces:R:3:nbo_charge:R:1
C -1.436969 -0.137264 -1.632250 0.317 -0.206 0.341 -0.45
N -0.803712 0.909068 -0.836433 -0.530 -0.972 0.878 -0.48
C 2.140970 -0.692985 1.673091 0.042 0.626 0.672 0.12
C 2.562231 -0.892246 0.312548 0.429 -1.489 -0.320 0.23
O 1.822435 -0.605278 -0.604944 -0.428 0.596 -0.057 -0.30
C -1.587802 1.198202 0.398122 0.425 0.645 -1.710 -0.02
O -1.649111 0.167506 1.230091 0.173 -0.153 0.600 -0.26
H -0.668473 -0.676952 -2.169062 -0.021 0.198 -0.641 0.22
H -2.241603 0.242548 -2.251476 0.090 0.174 -0.305 0.23
H -1.877401 -0.905141 -0.989481 -0.201 -0.002 0.294 0.21
H 0.103880 0.549468 -0.550906 0.138 0.441 -0.171 0.36
H 2.611884 -1.229390 2.498758 -0.101 -0.077 -0.208 0.24
H 3.439008 -1.526776 0.129829 0.230 0.322 0.065 0.20
H 1.368808 0.026328 1.919318 -0.222 -0.031 -0.114 0.23
H -2.605758 1.443500 0.051548 -0.182 0.058 0.271 0.25
H -1.178393 2.129412 0.821254 -0.159 -0.131 0.405 0.22
```
Positions in Å, forces in eV/Å.

**HOMO level (spin up / spin down)**: -13.221 / -13.098 eV
**Charge**: +1
**LUMO (spin up / spin down)**: -9.56 / -9.56 eV
**<S²>**: 1.3132
**Kohn-Sham gap (spin up / spin down)**: 3.66 / 3.54 eV
**Multiplicity**: 2
**E_tot**: -9864.2996 eV

---

Record 4
Density functional theory data (ωB97M-V/def2-TZVPD) for a structure of composition C20H25F6N2O4PS2V at a distorted geometry.

```
61
Properties=species:S:1:pos:R:3:forces:R:3:nbo_charge:R:1
V 0.156350 0.178935 -0.713141 0.614 -0.121 -0.297 1.58
O 1.312943 -1.966197 -0.330387 -0.623 0.106 0.011 -0.89
S 0.732088 -2.651797 0.819623 0.301 0.353 -0.141 2.09
C 1.296631 -1.935041 2.352000 0.007 -0.133 -0.032 -0.62
C 2.818789 -1.976685 2.544208 0.155 0.128 -0.214 -0.42
C 3.652351 -1.028873 1.658936 -0.231 0.044 0.085 -0.44
C 3.445181 0.472447 1.950805 -0.338 -0.279 0.135 -0.57
S 2.861252 1.482927 0.560535 0.575 -0.279 0.144 1.30
O 1.472673 0.689056 0.200537 1.758 0.764 0.879 -0.72
C 3.999890 1.035629 -0.706568 -0.252 0.363 -0.164 -0.31
C 5.149849 1.822573 -0.676533 -0.006 0.019 0.075 -0.18
C 6.176679 1.494859 -1.549286 0.112 -0.096 0.052 -0.16
C 6.011089 0.465543 -2.467093 -0.061 -0.075 0.038 -0.13
C 4.830461 -0.277084 -2.501041 0.027 0.120 -0.113 -0.11
C 3.803717 0.007255 -1.619115 -0.003 -0.108 -0.024 -0.25
C 0.769344 -4.321130 0.750273 0.104 0.218 0.114 -0.39
C 1.206291 -4.888998 -0.465230 -0.136 -0.210 0.104 -0.14
C 1.357234 -6.257242 -0.490763 0.021 -0.077 -0.033 -0.17
C 1.096682 -7.017083 0.653151 -0.062 0.050 -0.035 -0.03
C 0.623054 -6.431392 1.833729 -0.039 -0.055 0.008 -0.18
C 0.464715 -5.068439 1.908712 0.011 -0.109 -0.058 -0.15
H 0.767520 -2.485446 3.135502 0.012 0.075 0.008 0.30
H 0.902047 -0.916441 2.302715 -0.044 0.002 0.118 0.25
H 3.185048 -2.994972 2.397112 -0.025 -0.013 0.053 0.27
H 2.986634 -1.745161 3.598179 -0.022 -0.049 0.024 0.28
H 3.470669 -1.241188 0.605660 0.113 -0.018 -0.005 0.23
H 4.699566 -1.266282 1.837536 0.027 0.009 -0.028 0.29
H 4.379045 0.982153 2.211499 -0.023 0.064 -0.053 0.31
H 2.744175 0.675155 2.766749 0.041 0.063 0.002 0.26
H 5.261419 2.663393 0.002094 -0.002 -0.045 0.011 0.26
H 7.112881 2.033200 -1.490168 -0.051 0.129 -0.141 0.28
H 6.798515 0.245968 -3.175952 0.042 -0.033 0.047 0.27
H 4.707297 -1.070557 -3.226265 0.015 0.039 -0.029 0.25
H 2.872591 -0.541551 -1.685515 0.081 -0.071 0.104 0.20
H 1.419994 -4.283555 -1.334120 0.013 0.024 0.005 0.26
H 1.678949 -6.739785 -1.403980 0.056 -0.028 0.034 0.28
H 1.259641 -8.087849 0.625294 -0.056 -0.005 -0.022 0.28
H 0.370991 -7.046966 2.686877 0.083 -0.026 0.008 0.28
H 0.098895 -4.609969 2.819544 0.023 -0.012 -0.026 0.24
C -3.338829 2.038095 0.686514 -0.103 0.044 -0.015 -0.73
C -2.186129 1.157178 0.412723 -0.045 -0.018 0.201 0.34
N -1.068608 1.554658 -0.096886 -0.752 0.452 0.201 -0.13
O -0.759492 2.839557 -0.342952 -0.085 0.001 -0.132 -0.44
C -2.157204 -0.319465 0.768105 -0.055 -0.059 0.234 0.40
C -3.311090 -1.003307 1.369648 -0.148 0.034 -0.071 -0.72
N -1.001481 -0.856351 0.535879 -0.436 0.105 0.490 -0.21
O -0.868042 -2.205929 0.842330 0.019 -0.133 -0.194 -0.49
H -3.014921 3.003789 1.084920 0.026 -0.031 0.042 0.30
H -4.049383 1.592653 1.378214 0.028 0.002 0.011 0.29
H -3.882342 2.233335 -0.249870 0.033 -0.026 -0.011 0.32
H -1.553114 3.360445 -0.587178 0.042 -0.072 0.042 0.53
H -4.159632 -0.963368 0.672818 0.029 0.029 -0.028 0.32
H -3.644322 -0.469956 2.266853 0.061 0.020 0.007 0.31
H -3.104156 -2.038999 1.613967 0.014 -0.022 -0.003 0.29
F -0.778857 -0.375250 -1.996297 -0.465 -0.608 -1.201 -0.40
P 0.206591 1.240312 -3.793995 0.256 0.255 -0.794 2.71
F 1.061652 -0.050602 -3.752868 -0.022 -0.194 -0.022 -0.51
F 0.976094 2.254508 -4.589438 0.118 0.123 0.168 -0.48
F 1.036089 1.556540 -2.278421 -0.588 -0.672 0.344 -0.56
F -0.951875 1.983665 -3.083442 -0.214 0.001 0.079 -0.52
F -0.755755 0.634262 -4.823158 0.072 0.039 0.005 -0.50
```
Positions in Å, forces in eV/Å.

**HOMO level (spin up / spin down)**: -20.325 / -20.325 eV
**Charge**: +4
**LUMO (spin up / spin down)**: -14.99 / -14.66 eV
**<S²>**: 0.7586
**Kohn-Sham gap (spin up / spin down)**: 5.34 / 5.67 eV
**Multiplicity**: 2
**E_tot**: -105226.2680 eV